No. 1
C4H7O3 | ωB97M-V/def2-TZVPD

Element x y z (Å)
C 1.3363 -1.5315 0.8764
O 0.6680 -1.5815 1.9441
C 0.8950 -0.1415 -0.1108
C -0.5599 0.2005 0.2298
C -1.1954 1.3269 -0.5149
O -1.5669 1.2009 -1.8475
O -1.6865 2.3446 -0.0174
H 2.3939 -1.4324 0.9774
H 1.0492 -2.3108 0.2100
H 1.0411 -0.2936 -1.0839
H 1.5899 0.6239 0.3499
H -1.2329 -0.6116 -0.0417
H -0.7295 0.2850 1.3065
H -2.0021 1.9211 -2.2779

Atoms 1-2, force components in eV/Å:
0.672 1.865 -2.793
-1.668 0.237 2.469

net charge	0
energy	-10400.7754	eV
E_LUMO (alpha / beta)	0.70 / -1.97	eV
multiplicity	2
<S²>	0.76


No. 2
C4H7O5S | ωB97M-V/def2-TZVPD

Element x y z (Å)
C 1.4731 0.5873 -1.6200
C 1.4531 -0.4561 -0.5253
O 2.3427 -1.2002 -0.2280
C -0.0187 -0.4596 0.1832
C 0.2602 0.1389 1.5620
O -0.3916 -1.8134 0.2587
S -2.0345 0.3216 -0.0740
O -2.6653 -0.6785 0.8024
O -2.4187 0.2332 -1.4771
O -2.0153 1.6748 0.4737
H 2.3193 0.4801 -2.2982
H 0.5316 0.5199 -2.1660
H 1.4973 1.5719 -1.1532
H -0.6342 0.0664 2.1746
H 0.5339 1.1885 1.4598
H 1.0813 -0.3996 2.0463
H -1.3143 -1.7752 0.5811

Atoms 1-2, force components in eV/Å:
0.427 -0.199 -0.041
-2.800 0.930 -1.064

net charge	-1
energy	-25335.0253	eV
E_LUMO	3.67	eV
SMILES string	CC(=O)[C@](C)(O)S(=O)(=O)[O-]


No. 3
C4H7OP | ωB97M-V/def2-TZVPD

Element x y z (Å)
C -0.6822 -0.2697 -0.6550
C -0.6299 -0.6294 0.7501
C -0.0402 0.6814 0.3038
C 1.3602 0.9760 0.0807
O 3.9880 -0.0227 -0.0424
P 2.5366 -0.2478 -0.0721
H -0.2807 -0.8935 -1.4458
H -1.5416 0.2442 -1.0738
H -1.4855 -0.5522 1.5491
H 0.1416 -1.1454 1.2932
H -0.5548 1.5322 0.6522
H 1.7097 1.8776 0.5342
H 1.6867 -0.9028 -0.8890

Atoms 1-2, force components in eV/Å:
-2.071 0.357 -1.245
-1.452 0.516 4.092

net charge	0
energy	-15594.0304	eV
E_LUMO	-0.30	eV


No. 4
C4H7PS | ωB97M-V/def2-TZVPD

Element x y z (Å)
C 0.3597 0.8787 0.4686
C 0.8379 -0.5117 0.1281
C -1.1379 0.9982 0.1971
C -1.7006 -0.7488 -1.2119
P -0.0028 -1.3998 -1.3375
S -1.8123 1.0477 -1.3794
H 0.6956 1.2556 1.3772
H 0.6626 1.7369 -0.2827
H 1.8917 -0.4382 -0.1365
H 0.8205 -1.2396 0.8740
H -1.9250 0.7318 0.9753
H -2.5067 -1.3858 -0.7314
H 0.4124 -0.3600 -2.1479

Atoms 1-2, force components in eV/Å:
-2.288 2.071 -4.120
1.078 -0.212 -2.109

net charge	0
energy	-24381.5303	eV
E_LUMO (alpha / beta)	-0.40 / -0.38	eV


No. 5
C4H8 | ωB97M-V/def2-TZVPD

Element x y z (Å)
C 1.5496 -0.5972 0.2506
C 2.7294 -0.7065 -0.3354
H 1.0274 0.3436 0.0917
H 1.2610 -1.1824 1.1083
H 3.0743 0.0732 -1.0101
H 3.3394 -1.5954 -0.2121
C -2.3319 1.1823 -0.1965
C -1.9735 0.0015 0.2923
H -1.5839 1.8461 -0.6152
H -3.3677 1.4725 -0.2651
H -0.9570 -0.3013 0.1050
H -2.7671 -0.5363 0.7865

Atoms 1-2, force components in eV/Å:
0.650 1.349 0.549
-0.043 -0.448 -0.368

net charge	0
energy	-4275.4905	eV
E_LUMO	1.21	eV
SMILES string	C=C.C=C


No. 6
C4H8 | ωB97M-V/def2-TZVPD

Element x y z (Å)
C -1.4593 -0.2273 -0.2397
C -0.1906 0.1275 0.0248
C 0.3787 -0.4299 1.3178
C 0.6796 0.6381 -1.0483
H -1.8062 -0.0525 -1.2657
H -2.1116 -0.9117 0.2923
H 0.9358 0.3324 1.8715
H -0.3763 -0.7434 2.0396
H 1.1366 -1.1740 1.0563
H 0.1332 0.8079 -1.9746
H 1.1313 1.6176 -0.7779
H 1.5486 0.0153 -1.2962

Atoms 1-2, force components in eV/Å:
0.411 0.111 -1.717
-1.692 -2.486 0.973

net charge	0
energy	-4276.8085	eV
E_LUMO	1.13	eV
SMILES string	C=C(C)C


No. 7
C4H8 | ωB97M-V/def2-TZVPD

Element x y z (Å)
C 0.3050 1.3264 0.2145
C 0.0207 -0.1858 0.0406
C -0.5759 -0.6741 -1.0964
C 0.3252 -0.7984 1.2306
H 1.3816 1.5321 0.2513
H 0.0088 1.5869 1.2277
H -0.0787 1.9480 -0.5983
H -0.9413 -0.1314 -2.0373
H -0.6668 -1.7485 -1.2181
H 0.1240 -1.8716 1.4220
H -1.0605 0.5148 -2.7884
H 0.8457 -0.3311 2.0579

Atoms 1-2, force components in eV/Å:
0.677 -0.140 -0.445
2.059 2.369 1.399

net charge	0
energy	-4270.6292	eV
E_LUMO	-1.95	eV


No. 8
C4H8AgFO2 | ωB97M-V/def2-TZVPD

Element x y z (Å)
O 1.6695 0.1681 -1.3297
C 1.8950 -0.6998 -0.3481
C 0.6322 -1.2967 0.2440
O -0.2021 -0.1937 0.5975
C -1.5858 -0.1232 0.1177
C -1.8031 1.2640 -0.4583
Ag 0.3939 1.4986 -0.5566
H 2.8145 -1.2819 -0.1837
H 0.8490 -1.9046 1.1349
H 0.1147 -1.9379 -0.4934
H -2.2173 -0.3689 0.9859
H -1.7147 -0.9101 -0.6409
H -2.3393 1.9254 0.2377
H -2.3387 1.2295 -1.4176
H 1.8025 0.8802 1.3266
F 2.0297 1.7509 0.7840

Atoms 1-2, force components in eV/Å:
2.431 -2.812 -0.289
-0.989 -0.098 -0.194

net charge	0
energy	-15082.7575	eV
E_LUMO (alpha / beta)	0.57 / -1.99	eV
multiplicity	3
<S²>	2.01


No. 9
C4H8AlClF4N4O | ωB97M-V/def2-TZVPD

Element x y z (Å)
C -1.6144 -1.5602 0.7312
C -0.3365 -0.8796 1.5381
O 0.9612 -1.5728 1.2482
N 1.6536 -0.6085 0.5623
C 2.4955 0.4978 1.1599
N 2.7769 0.8225 2.4647
N 3.0410 1.3680 0.0485
C 2.4441 0.6500 -1.1741
N 1.5864 -0.5731 -0.8223
Cl 0.7510 -1.5564 -1.9694
H -1.9372 -0.8381 -0.1450
H -1.3617 -2.6201 0.3028
H -2.5190 -1.5937 1.4826
H -0.2836 0.2444 1.1499
H -0.5421 -0.8239 2.6906
H 3.7541 0.8719 2.8607
H 1.9665 1.0898 3.1006
H 2.5995 1.0265 -2.2715
F -2.4470 1.6685 -4.2116
Al -3.0871 1.2110 -2.5916
F -4.3989 2.3516 -2.1205
F -1.7591 1.2891 -1.3775
F -3.7433 -0.4648 -2.6567

Atoms 1-2, force components in eV/Å:
-0.071 0.693 0.199
-3.114 1.103 0.022

net charge	0
energy	-42273.3561	eV
E_LUMO	-2.23	eV


No. 10
C4H8B2 | ωB97M-V/def2-TZVPD

Element x y z (Å)
B -0.7635 2.6928 -0.0252
B 0.6953 -2.7105 0.0710
C 0.3852 0.1249 0.8128
C -0.3002 -0.0960 -0.8695
C -0.3048 1.3357 -0.0380
C 0.3799 -1.3174 -0.0159
H -0.2081 3.4951 0.6268
H -1.7025 2.9966 -0.6599
H 1.5648 -3.0806 0.7668
H 0.0660 -3.4848 -0.5485
H 1.4399 0.3671 0.7350
H 0.0338 0.0408 1.8424
H -1.3514 -0.3557 -0.8041
H 0.0655 -0.0078 -1.8938

Atoms 1-2, force components in eV/Å:
-0.174 0.489 0.042
0.121 -0.532 0.046

net charge	0
energy	-5622.1732	eV
E_LUMO (alpha / beta)	-1.40 / -1.41	eV


No. 11
C4H8BN | ωB97M-V/def2-TZVPD

Element x y z (Å)
C 0.8957 -1.2155 0.5308
C -0.4219 -0.4429 0.0877
C -0.6271 0.8378 1.0833
B -0.5984 0.2945 -1.2323
C 0.5416 0.4855 -2.3393
N 1.4844 0.7030 -2.9781
H 1.6344 -0.3549 0.4243
H 1.3039 -1.9614 -0.1307
H 0.6531 -1.5753 1.5415
H -1.2043 -1.0458 0.5118
H 0.3541 1.3422 1.1466
H -1.3939 1.4475 0.6558
H -1.0019 0.5844 2.0470
H -1.6198 0.9011 -1.3484

Atoms 1-2, force components in eV/Å:
-0.425 3.070 -0.775
1.015 -0.407 2.235

net charge	0
energy	-6442.7365	eV
E_LUMO	-0.56	eV
SMILES string	CC(C)BC#N


No. 12
C4H8BN | ωB97M-V/def2-TZVPD

Element x y z (Å)
C -0.9550 -1.3651 0.3621
B -0.1063 -0.6963 -0.8030
C 1.1784 0.3412 -0.4864
C 1.0156 1.6298 0.3561
C 2.2924 -0.4174 -0.0272
N 2.9031 -1.1890 0.5317
H -1.2833 -2.3813 -0.0282
H -1.9183 -0.7516 0.6567
H -0.3220 -1.6563 1.2463
H -0.3308 -0.8507 -1.9591
H 1.4065 0.7504 -1.4745
H 0.9499 1.6289 1.3958
H 1.8184 2.3324 0.1218
H 0.0519 2.0343 0.0187

Atoms 1-2, force components in eV/Å:
-0.574 -0.844 -0.183
0.503 0.984 1.600

net charge	0
energy	-6442.7134	eV
E_LUMO	0.03	eV
SMILES string	CB[C@@H](C)C#N